This record from OMol25 describes a cluster of 11 separate species, C22H66O11 in total in a non-equilibrium geometry. The level of theory is ωB97M-V/def2-TZVPD.

Geometry as ORCA input:
```
! wB97M-V def2-TZVPD RIJCOSX def2/J DEFGRID3
* xyz 0 1
C 4.752 0.961 1.780
C 3.466 1.534 2.360
O 2.237 0.925 1.884
H 4.650 0.678 0.737
H 5.020 0.073 2.367
H 5.641 1.576 1.925
H 3.369 2.535 1.913
H 3.477 1.753 3.425
H 1.983 1.470 1.134
C -2.254 -2.511 -4.206
C -0.932 -2.851 -4.851
O 0.089 -1.892 -4.540
H -2.948 -3.350 -4.251
H -2.771 -1.731 -4.779
H -2.131 -2.061 -3.222
H -1.020 -3.003 -5.931
H -0.508 -3.809 -4.545
H 0.089 -1.236 -5.246
C 0.222 3.963 1.469
C 0.648 3.980 0.007
O 1.758 3.085 -0.091
H -0.205 2.986 1.713
H -0.534 4.715 1.704
H 1.058 4.117 2.149
H 1.009 4.983 -0.256
H -0.188 3.795 -0.674
H 2.254 3.241 -0.902
C 2.413 -3.518 3.193
C 2.860 -2.072 3.345
O 1.778 -1.245 3.723
H 3.106 -4.176 2.661
H 1.498 -3.549 2.597
H 2.207 -4.074 4.109
H 3.345 -1.768 2.412
H 3.710 -2.062 4.042
H 1.745 -0.559 3.039
C 2.273 0.207 -2.712
C 3.385 0.079 -1.651
O 4.528 0.779 -2.119
H 2.423 -0.490 -3.538
H 2.202 1.192 -3.179
H 1.302 0.029 -2.246
H 3.551 -0.994 -1.550
H 3.021 0.498 -0.719
H 4.997 0.234 -2.755
C 0.354 -3.288 6.821
C -0.490 -2.128 6.291
O -0.590 -2.200 4.870
H 1.415 -3.142 6.608
H 0.067 -4.174 6.254
H 0.200 -3.426 7.892
H -0.081 -1.168 6.627
H -1.496 -2.164 6.713
H 0.261 -1.849 4.539
C 1.269 -2.861 -0.290
C 0.591 -3.312 -1.557
O 1.596 -3.394 -2.590
H 0.501 -2.661 0.457
H 1.964 -2.061 -0.529
H 1.872 -3.680 0.112
H -0.149 -2.594 -1.917
H 0.097 -4.284 -1.514
H 1.355 -2.788 -3.304
C -2.807 2.153 4.192
C -2.445 0.674 4.163
O -3.094 -0.069 3.146
H -2.991 2.426 5.231
H -3.716 2.296 3.607
H -2.023 2.789 3.779
H -2.656 0.217 5.135
H -1.354 0.560 4.068
H -2.429 -0.279 2.473
C -4.434 1.805 -3.469
C -5.797 1.751 -2.820
O -5.782 1.266 -1.468
H -4.546 1.551 -4.530
H -3.786 1.046 -3.030
H -3.966 2.785 -3.505
H -6.545 1.129 -3.326
H -6.227 2.757 -2.835
H -5.724 0.308 -1.521
C 0.022 3.034 -4.906
C -1.363 2.446 -4.665
O -1.645 1.503 -5.708
H 0.760 2.250 -4.756
H 0.211 3.897 -4.259
H 0.110 3.449 -5.912
H -2.099 3.251 -4.705
H -1.394 1.909 -3.723
H -1.745 1.946 -6.552
C -1.422 -0.079 -0.870
C -0.921 0.312 0.490
O -0.981 -0.851 1.326
H -1.640 0.806 -1.476
H -2.330 -0.685 -0.869
H -0.705 -0.664 -1.446
H -1.480 1.123 0.969
H 0.109 0.673 0.414
H -0.481 -0.749 2.146
*
```

Output
Structure (SMILES) ... CCO.CCO.CCO.CCO.CCO.CCO.CCO.CCO.CCO.CCO.CCO
Electronic energy ... -46403.592 eV
HOMO ... -9.48 eV
Relative energy (zero: lowest compared OMol25 entry of this formula, charge and spin) ... 72.7 kcal/mol

Atomic partial charges in e from the Löwdin method, atoms 1 to 6:
1 C -0.06
2 C -0.27
3 O -0.12
4 H 0.06
5 H 0.06
6 H 0.08